Entry 1:
Below is a structure of composition C28H38N4P2Tc at a distorted geometry, with properties calculated with ωB97M-V with the def2-TZVPD basis set.

- Total energy: -56364.944 eV
- Highest occupied orbital energy (alpha / beta): -13.60 / -13.66 eV
- E_LUMO (alpha / beta): -7.7773 / -7.9813 eV
- Multiplicity: 4
- ΔE to the lowest compared entry with this formula, charge and spin: 33.2 kcal per mole
- Charge: +2
- ⟨S²⟩: 3.79

```
73
C28H38N4P2Tc ωB97M-V with the def2-TZVPD basis set
C -2.8409 2.4462 -0.9511
C -5.7014 1.0007 1.3771
P -3.5299 -0.2191 -0.0805
H -5.8466 -2.3155 -2.2744
H -4.6963 -5.6908 1.6656
H 0.7662 -2.7377 -1.7525
C -4.1410 -0.1691 -1.8185
Tc -3.0818 -2.5697 -0.0563
H -3.7844 -1.3194 2.6996
H -7.2411 1.2826 2.9423
C -5.6631 -3.2980 -1.8219
C -6.0210 -3.3052 -0.3427
H -6.4544 -4.2726 -0.0677
N -4.6078 0.1380 1.3018
H -6.3939 -3.9526 -2.3295
H -1.1764 -2.3814 1.6967
C -4.2611 -5.7133 -0.4236
C -6.3408 0.7982 2.6060
H 1.8085 1.0538 -4.1722
H 1.0051 -0.4579 -6.3458
H -3.8139 -6.7085 -0.5912
H -1.0756 -4.7024 -0.8597
C 0.2607 -0.0616 -3.1442
H -5.3454 -5.8758 -0.5141
H -5.9203 1.6661 0.5572
H -4.2678 0.8776 -2.1360
C -0.3856 -1.3360 -4.9259
C -0.3090 -5.9735 -2.5163
C -2.4411 1.9850 1.2246
N -2.7087 1.3914 -0.0255
C -4.9235 -2.8927 0.6209
H -5.7787 -0.5768 4.3164
C -2.4923 3.3629 1.1002
C -1.7247 -1.5359 1.2339
H 0.2370 0.3280 -2.1264
C -0.0544 -2.1913 -1.2883
H -3.7295 -1.6826 -3.3188
C -5.5780 -0.1707 3.3314
C -4.5177 -0.5424 2.5270
H -5.1644 -0.5782 -1.8058
C -0.8651 -4.4585 -4.1267
C -3.6729 -4.8200 -1.4496
C -0.8658 -4.8565 -1.9124
H -2.2411 1.3720 2.0904
H -1.0204 -2.0484 -5.4357
C 0.6182 -0.4914 -5.3420
H -2.9772 2.2494 -2.0070
H -1.0573 -3.9214 -5.0392
H -2.3985 4.0846 1.9031
C -3.9260 -5.2623 1.0073
N -1.1602 -3.8944 -2.8967
H -2.9447 -5.6888 1.2804
H -6.8520 -2.5890 -0.2205
C -3.1915 -0.9191 -2.7612
C -0.2982 -5.7138 -3.9248
H -2.7107 -0.2175 -3.4440
H -0.9336 -0.9010 0.7736
H -0.4140 -2.7257 -0.4217
H -2.8867 4.6405 -0.7235
H -5.3209 -2.1523 1.3210
C -4.2291 -3.7070 -2.0469
C 1.0351 0.3001 -4.2164
H -3.8147 -3.5684 2.3463
N -0.5375 -1.1414 -3.5662
C -3.9077 -3.7691 1.2744
H -2.9560 -5.3748 -2.0632
H 0.3000 -1.2111 -0.9881
H 0.0078 -6.8653 -1.9854
P -1.4364 -2.1052 -2.4885
H -2.0939 -0.9258 2.0913
H -3.8644 -3.4806 -3.0605
H 0.1155 -6.3345 -4.6996
C -2.7535 3.6599 -0.2828
```


Entry 2:
Below is a structure of composition C28H38N5OsPS3Si, with properties calculated with ωB97M-V with the def2-TZVPD basis set.

- Total energy: -89244.228 eV
- Highest occupied orbital energy (alpha / beta): -7.65 / -8.29 eV
- E_LUMO (alpha / beta): -0.2002 / -2.3037 eV
- Multiplicity: 5
- ΔE to the lowest compared entry with this formula, charge and spin: 0.0 kcal per mole
- Charge: 0
- ⟨S²⟩: 6.03

```
77
C28H38N5OsPS3Si ωB97M-V with the def2-TZVPD basis set
C 2.0040 -0.1053 -3.0097
C 0.7606 3.9365 0.4824
H -4.5906 1.1888 -3.3111
H -2.0860 2.0101 -5.0233
N 1.2508 -0.2533 -2.1102
C -1.1050 4.5704 -1.0572
H 2.8640 -3.0345 2.0789
H 2.2896 1.2794 -0.5526
C 1.7891 -3.2048 2.0224
H -4.4394 -0.1595 -2.1780
C 2.9304 -0.3145 0.8359
H 2.4244 -1.1697 3.9282
C 1.1856 1.5143 3.1687
C -1.0587 -5.3081 -0.9301
C 0.9735 -1.9944 2.4829
C -1.9834 -1.7790 -3.8120
H -1.1918 3.6347 4.3139
C -3.3746 -4.0129 0.0833
H 3.9453 -2.1779 0.3219
H 3.9738 -1.3577 2.4735
H 2.9600 1.8527 0.9821
H 1.1864 3.0412 4.6661
H -0.9190 -1.9676 -3.9562
H 1.4475 4.6768 0.0696
N -1.4327 0.5904 -2.0638
H -2.7464 4.9574 -2.3868
H -3.0062 2.5858 -2.9957
C 0.5999 2.5200 3.9204
H -2.3489 -2.4400 -3.0265
H 2.2155 1.2613 3.3613
H 3.8023 0.3812 2.7481
C -0.8805 1.1717 2.0133
C 3.0422 1.0865 0.2122
N -4.3063 -4.5887 0.4324
H -0.6207 -3.1246 3.3715
C 3.9439 -0.3837 1.9888
H -0.8343 -2.8620 1.6430
C -0.5014 -2.3957 2.5661
C -4.1987 0.1792 -3.1873
H 3.9836 -0.9613 -0.9537
C 0.4569 0.8247 2.1977
C -1.1318 -3.8782 -0.8539
H -0.9581 5.6008 -0.7630
S -2.3749 -1.5367 -0.2702
P 1.1089 -0.5926 1.2399
H -4.7317 -0.4698 -3.8866
S 3.0555 0.0920 -4.1838
H -1.1499 -1.5453 2.7844
H 0.3035 4.3667 1.3745
C -2.2356 -3.2685 -0.3593
C 1.4125 -1.5642 3.8878
H -1.4751 0.6527 1.2727
C -1.4735 2.1744 2.7680
C -0.2966 3.5729 -0.5171
H 4.0287 1.1846 -0.2467
N -0.9729 -6.4532 -0.9790
H 1.5535 -4.0462 2.6787
H 1.3754 -2.4447 4.5346
H 2.5327 -1.9022 -0.6736
Os -0.3298 -0.6871 -1.0031
H 1.5405 -3.4974 1.0026
H -0.6721 0.9549 -5.0198
H 1.3179 3.0545 0.7762
S 0.2554 -3.0056 -1.4112
H -2.1276 0.4741 -5.8894
H -2.4982 -2.0505 -4.7389
H -2.5143 2.4222 2.6046
H 0.7351 -0.8187 4.3037
C 3.3597 -1.4055 -0.1764
C -2.0900 4.2112 -1.9575
N -0.4267 2.2903 -0.8532
C -1.7647 0.9708 -4.9860
H 4.9308 -0.2133 1.5492
C -1.3667 1.9410 -1.7402
Si -2.3594 0.0135 -3.4945
C -2.2324 2.8834 -2.3076
C -0.7333 2.8515 3.7237
```


> Number 2 is which compound?

C28H38N5OsPS3Si


> ΔE to the lowest compared entry with this formula, charge and spin of number 2 (C28H38N5OsPS3Si)?

0.0 kcal per mole


Copy entry 1 word for word.
Below is a structure of composition C28H38N4P2Tc at a distorted geometry, with properties calculated with ωB97M-V with the def2-TZVPD basis set.

- Total energy: -56364.944 eV
- Highest occupied orbital energy (alpha / beta): -13.60 / -13.66 eV
- E_LUMO (alpha / beta): -7.7773 / -7.9813 eV
- Multiplicity: 4
- ΔE to the lowest compared entry with this formula, charge and spin: 33.2 kcal per mole
- Charge: +2
- ⟨S²⟩: 3.79

```
73
C28H38N4P2Tc ωB97M-V with the def2-TZVPD basis set
C -2.8409 2.4462 -0.9511
C -5.7014 1.0007 1.3771
P -3.5299 -0.2191 -0.0805
H -5.8466 -2.3155 -2.2744
H -4.6963 -5.6908 1.6656
H 0.7662 -2.7377 -1.7525
C -4.1410 -0.1691 -1.8185
Tc -3.0818 -2.5697 -0.0563
H -3.7844 -1.3194 2.6996
H -7.2411 1.2826 2.9423
C -5.6631 -3.2980 -1.8219
C -6.0210 -3.3052 -0.3427
H -6.4544 -4.2726 -0.0677
N -4.6078 0.1380 1.3018
H -6.3939 -3.9526 -2.3295
H -1.1764 -2.3814 1.6967
C -4.2611 -5.7133 -0.4236
C -6.3408 0.7982 2.6060
H 1.8085 1.0538 -4.1722
H 1.0051 -0.4579 -6.3458
H -3.8139 -6.7085 -0.5912
H -1.0756 -4.7024 -0.8597
C 0.2607 -0.0616 -3.1442
H -5.3454 -5.8758 -0.5141
H -5.9203 1.6661 0.5572
H -4.2678 0.8776 -2.1360
C -0.3856 -1.3360 -4.9259
C -0.3090 -5.9735 -2.5163
C -2.4411 1.9850 1.2246
N -2.7087 1.3914 -0.0255
C -4.9235 -2.8927 0.6209
H -5.7787 -0.5768 4.3164
C -2.4923 3.3629 1.1002
C -1.7247 -1.5359 1.2339
H 0.2370 0.3280 -2.1264
C -0.0544 -2.1913 -1.2883
H -3.7295 -1.6826 -3.3188
C -5.5780 -0.1707 3.3314
C -4.5177 -0.5424 2.5270
H -5.1644 -0.5782 -1.8058
C -0.8651 -4.4585 -4.1267
C -3.6729 -4.8200 -1.4496
C -0.8658 -4.8565 -1.9124
H -2.2411 1.3720 2.0904
H -1.0204 -2.0484 -5.4357
C 0.6182 -0.4914 -5.3420
H -2.9772 2.2494 -2.0070
H -1.0573 -3.9214 -5.0392
H -2.3985 4.0846 1.9031
C -3.9260 -5.2623 1.0073
N -1.1602 -3.8944 -2.8967
H -2.9447 -5.6888 1.2804
H -6.8520 -2.5890 -0.2205
C -3.1915 -0.9191 -2.7612
C -0.2982 -5.7138 -3.9248
H -2.7107 -0.2175 -3.4440
H -0.9336 -0.9010 0.7736
H -0.4140 -2.7257 -0.4217
H -2.8867 4.6405 -0.7235
H -5.3209 -2.1523 1.3210
C -4.2291 -3.7070 -2.0469
C 1.0351 0.3001 -4.2164
H -3.8147 -3.5684 2.3463
N -0.5375 -1.1414 -3.5662
C -3.9077 -3.7691 1.2744
H -2.9560 -5.3748 -2.0632
H 0.3000 -1.2111 -0.9881
H 0.0078 -6.8653 -1.9854
P -1.4364 -2.1052 -2.4885
H -2.0939 -0.9258 2.0913
H -3.8644 -3.4806 -3.0605
H 0.1155 -6.3345 -4.6996
C -2.7535 3.6599 -0.2828
```


> Look up the ΔE to the lowest compared entry with this formula, charge and spin of the first one.

33.2 kcal per mole